(1)
DFT (ωB97M-V with the def2-TZVPD basis set) results for a cluster of 10 separate species, C36H108N9O13P in total in a non-equilibrium geometry.

The max |F| comes out at 0.0563 Eh/bohr. The HOMO-LUMO gap comes out at 3.28 eV. For the highest occupied orbital energy, the calculation gives -13.9 eV. Its total charge is +6.

XYZ file:
```
167
C36H108N9O13P | the Open Molecules 2025 dataset | ωB97M-V with the def2-TZVPD basis set
P -1.142 -0.125 -0.104
O -2.556 0.323 -0.595
O -1.338 -0.986 1.222
O -0.069 1.001 0.134
O -0.633 -0.934 -1.285
C -1.163 4.031 -4.380
C 0.259 3.646 -4.941
C 1.223 4.883 -4.959
O 1.243 5.365 -3.609
C 2.068 6.459 -3.369
N 0.764 2.471 -4.032
H 0.335 1.557 -4.045
H 1.655 2.112 -4.343
H 0.731 2.680 -3.045
H -1.837 4.507 -5.093
H -1.198 4.715 -3.532
H -1.862 3.264 -4.046
H 0.196 3.287 -5.968
H 0.823 5.579 -5.695
H 2.266 4.717 -5.231
H 1.604 7.441 -3.288
H 2.865 6.297 -4.095
H 2.402 6.405 -2.333
C 6.122 -5.828 -5.446
C 4.762 -5.196 -5.810
C 4.072 -4.599 -4.596
O 3.010 -3.644 -4.934
C 1.744 -4.235 -5.169
N 5.059 -4.151 -6.919
H 5.122 -3.261 -6.445
H 5.928 -4.119 -7.432
H 4.303 -4.168 -7.588
H 6.471 -6.597 -6.136
H 6.130 -6.142 -4.402
H 6.931 -5.099 -5.416
H 4.157 -5.906 -6.373
H 4.789 -3.921 -4.132
H 3.726 -5.342 -3.877
H 1.084 -4.479 -4.336
H 1.782 -5.101 -5.830
H 1.182 -3.586 -5.840
C -7.556 -0.397 3.384
C -6.335 -1.156 3.847
C -6.587 -2.339 4.818
O -5.463 -3.172 5.057
C -5.711 -4.506 5.530
N -5.651 -1.639 2.567
H -4.702 -1.865 2.832
H -6.035 -2.434 2.076
H -5.489 -0.916 1.881
H -8.393 -1.049 3.134
H -7.337 0.390 2.662
H -7.993 0.117 4.240
H -5.503 -0.498 4.096
H -7.422 -2.917 4.421
H -6.977 -2.134 5.815
H -6.046 -5.247 4.805
H -6.420 -4.401 6.352
H -4.805 -4.830 6.042
C -2.612 -6.875 1.808
C -1.375 -6.030 1.482
C 0.007 -6.777 1.667
O 1.064 -5.828 1.810
C 2.386 -6.390 1.956
N -1.406 -5.454 0.096
H -1.258 -6.076 -0.686
H -2.281 -4.964 -0.026
H -0.659 -4.775 0.080
H -3.474 -6.209 1.818
H -2.510 -7.381 2.768
H -2.765 -7.640 1.047
H -1.283 -5.175 2.152
H 0.218 -7.431 0.821
H -0.056 -7.361 2.585
H 3.133 -5.624 2.165
H 2.547 -7.005 1.071
H 2.359 -7.049 2.823
C 5.404 0.328 -0.695
C 5.117 -1.184 -0.423
C 6.438 -1.977 -0.215
O 6.178 -3.333 -0.039
C 7.354 -3.986 0.310
N 4.067 -1.382 0.650
H 3.250 -0.910 0.290
H 3.890 -2.375 0.594
H 4.403 -0.952 1.500
H 5.731 0.932 0.151
H 4.428 0.576 -1.112
H 6.028 0.308 -1.589
H 4.607 -1.518 -1.327
H 6.970 -1.534 0.627
H 7.069 -1.742 -1.073
H 7.126 -5.052 0.307
H 7.753 -3.763 1.300
H 8.147 -3.867 -0.429
C 3.046 6.654 3.952
C 3.237 6.255 2.471
C 4.774 6.254 1.980
O 5.031 5.644 0.652
C 6.128 6.135 -0.078
N 2.662 4.791 2.260
H 2.482 4.407 1.343
H 3.130 4.070 2.791
H 1.805 4.650 2.775
H 3.818 6.149 4.531
H 2.050 6.553 4.384
H 3.220 7.730 3.978
H 2.589 6.756 1.751
H 5.485 5.807 2.675
H 5.231 7.243 1.957
H 6.098 5.975 -1.156
H 7.057 5.702 0.295
H 6.343 7.188 0.103
C -5.891 0.276 -4.700
C -5.000 -0.821 -5.408
C -4.123 -0.368 -6.595
O -3.174 -1.384 -7.105
C -2.414 -0.746 -8.200
N -4.147 -1.527 -4.414
H -3.792 -0.954 -3.662
H -4.645 -2.293 -3.984
H -3.300 -1.836 -4.869
H -5.285 0.907 -4.049
H -6.608 -0.087 -3.963
H -6.295 1.006 -5.402
H -5.641 -1.602 -5.818
H -3.476 0.373 -6.125
H -4.752 0.083 -7.363
H -1.892 0.161 -7.897
H -3.045 -0.614 -9.079
H -1.538 -1.369 -8.378
C 0.377 -2.722 6.413
C -0.545 -1.601 6.829
C -0.411 -1.121 8.239
O -0.920 -2.149 9.082
C -0.719 -1.958 10.455
N -0.345 -0.402 5.881
H 0.589 -0.020 5.847
H -0.514 -0.794 4.966
H -0.931 0.412 6.000
H 0.019 -3.152 5.477
H 0.348 -3.522 7.152
H 1.442 -2.518 6.299
H -1.592 -1.820 6.618
H -0.975 -0.191 8.292
H 0.630 -0.884 8.460
H 0.350 -2.132 10.584
H -1.346 -2.733 10.893
H -1.121 -1.022 10.843
C -5.229 6.007 0.659
C -3.777 6.128 0.199
C -3.181 7.380 0.834
O -1.913 7.706 0.152
C -1.513 9.015 0.453
N -2.880 4.915 0.668
H -2.867 4.900 1.678
H -3.176 3.976 0.441
H -1.919 4.849 0.362
H -5.956 6.794 0.462
H -5.282 5.835 1.735
H -5.739 5.128 0.266
H -3.812 6.119 -0.891
H -3.141 7.421 1.923
H -3.896 8.186 0.672
H -1.381 9.107 1.531
H -2.001 9.842 -0.062
H -0.423 9.001 0.420
```

Löwdin atomic charge list, values in e, 2 entries: number 1, P, carries -0.255; number 2, O, carries -0.628

---

(2)
DFT (ωB97M-V with the def2-TZVPD basis set) results for a structure of composition C27H25FeNO6 in a non-equilibrium geometry.

The max |F| comes out at 0.1265 Eh/bohr. The HOMO-LUMO gap (spin up / spin down) comes out at 5.75 / 6.11 eV. For the highest occupied orbital energy (spin up / spin down), the calculation gives -5.7 / -8.0 eV. The spin multiplicity is 5.

XYZ file:
```
60
C27H25FeNO6 | the Open Molecules 2025 dataset | ωB97M-V with the def2-TZVPD basis set
C 1.825 3.866 1.826
O 1.166 2.588 1.843
C 0.167 2.228 0.954
C -1.118 2.864 0.916
C -1.815 2.810 -0.412
C -1.908 1.387 -0.823
C -0.829 0.567 -0.509
C 0.263 1.002 0.275
Fe -1.598 0.989 1.512
C -3.200 1.523 1.978
O -4.215 1.774 2.475
C -1.047 1.037 3.172
O -0.826 1.043 4.310
C -2.105 -0.690 1.647
O -2.487 -1.750 1.955
H 2.379 3.905 2.768
H 2.531 3.898 0.985
H 1.112 4.702 1.764
H -1.275 3.716 1.584
H -2.780 3.336 -0.374
H -1.185 3.351 -1.147
H -2.825 0.988 -1.264
H -0.774 -0.450 -0.910
H 1.157 0.393 0.407
C 0.647 -2.405 -3.499
C -0.835 -2.395 -3.804
O -1.517 -1.661 -2.706
C -2.625 -0.869 -2.917
C -2.395 0.287 -3.839
N -3.440 0.885 -4.322
C -3.687 1.772 -5.266
C -5.096 2.139 -5.448
C -5.538 3.233 -6.235
C -6.901 3.455 -6.447
C -7.852 2.644 -5.815
C -7.425 1.617 -4.963
C -6.063 1.379 -4.769
C -2.637 2.330 -6.122
C -2.875 2.639 -7.483
C -1.857 3.140 -8.291
C -0.551 3.252 -7.790
C -0.294 2.919 -6.453
C -1.333 2.497 -5.619
O -3.681 -1.042 -2.333
H 1.154 -3.113 -4.160
H 1.088 -1.416 -3.674
H 0.853 -2.701 -2.463
H -1.039 -1.925 -4.775
H -1.241 -3.414 -3.780
H -1.422 0.303 -4.352
H -4.804 3.902 -6.693
H -7.216 4.267 -7.110
H -8.913 2.824 -5.978
H -8.150 0.991 -4.447
H -5.711 0.592 -4.103
H -3.866 2.478 -7.904
H -2.073 3.424 -9.321
H 0.259 3.615 -8.430
H 0.720 2.991 -6.049
H -1.136 2.298 -4.565
```

Löwdin atomic charge list, values in e, 2 entries: number 1, C, carries -0.047; number 2, O, carries -0.115

---

(3)
DFT (ωB97M-V with the def2-TZVPD basis set) results for a structure of composition C2H15O6V in a non-equilibrium geometry.

The max |F| comes out at 0.0882 Eh/bohr. The HOMO-LUMO gap (spin up / spin down) comes out at 7.43 / 10.81 eV. For the highest occupied orbital energy (spin up / spin down), the calculation gives -16.9 / -18.0 eV. Its total charge is +2. The spin multiplicity is 3.

XYZ file:
```
24
C2H15O6V | the Open Molecules 2025 dataset | ωB97M-V with the def2-TZVPD basis set
V -5.514 24.253 12.341
C -3.257 27.376 12.271
C -3.427 26.353 13.392
O -3.717 25.070 12.794
H -2.559 26.960 11.512
H -2.856 28.333 12.693
H -4.137 27.708 11.758
H -4.234 26.498 14.137
H -2.413 26.375 13.809
O -6.281 26.134 11.811
H -7.198 25.921 11.821
H -6.171 26.286 10.847
O -4.455 23.846 10.435
H -3.854 24.399 9.989
H -3.830 23.139 10.629
O -4.714 22.503 13.189
H -3.807 22.267 13.186
H -5.175 21.937 13.838
O -7.174 23.293 11.514
H -7.150 23.141 10.584
H -7.553 22.455 11.825
O -6.451 24.320 14.199
H -6.165 24.502 15.089
H -7.378 24.034 14.310
```

Löwdin atomic charge list, values in e, 2 entries: number 1, V, carries 0.997; number 2, C, carries -0.062

---

(4)
DFT (ωB97M-V with the def2-TZVPD basis set) results for the molecule C4H7NO in a non-equilibrium geometry.

The max |F| comes out at 0.0269 Eh/bohr. The HOMO-LUMO gap comes out at 11.71 eV. For the highest occupied orbital energy, the calculation gives -11.0 eV. Its SMILES is CC(C)(O)C#N.

XYZ file:
```
13
C4H7NO | the Open Molecules 2025 dataset | ωB97M-V with the def2-TZVPD basis set
C -1.087 -0.954 -0.234
C 0.134 0.086 0.285
C 1.555 0.037 -0.330
O 0.404 0.228 1.669
C -0.637 1.243 -0.227
N -1.511 1.852 -0.679
H -1.171 -2.057 -0.195
H -1.985 -0.579 0.271
H -1.194 -0.696 -1.292
H 2.118 0.934 -0.028
H 1.539 0.007 -1.421
H 2.130 -0.812 0.054
H -0.296 0.711 2.128
```

Löwdin atomic charge list, values in e, 2 entries: number 1, C, carries -0.005; number 2, C, carries -0.504

---

(5)
DFT (ωB97M-V with the def2-TZVPD basis set) results for a structure of composition C5H8N in a non-equilibrium geometry.

The max |F| comes out at 0.0618 Eh/bohr. The HOMO-LUMO gap comes out at 10.67 eV. For the highest occupied orbital energy, the calculation gives -14.8 eV. Its total charge is +1.

XYZ file:
```
14
C5H8N | the Open Molecules 2025 dataset | ωB97M-V with the def2-TZVPD basis set
C -1.381 0.416 1.087
C -0.656 -0.742 0.985
C -0.540 1.145 -0.017
C 0.113 -0.163 -0.182
C 0.665 -1.095 -1.256
N 0.898 1.073 0.419
H -2.071 0.828 1.787
H -0.736 -1.785 1.178
H -0.973 1.986 -0.627
H 1.112 -0.703 -2.170
H -0.159 -1.599 -1.624
H 1.236 -1.838 -0.782
H 1.508 1.560 -0.241
H 0.985 0.917 1.444
```

Löwdin atomic charge list, values in e, 2 entries: number 1, C, carries 0.071; number 2, C, carries 0.059

---

(6)
DFT (ωB97M-V with the def2-TZVPD basis set) results for a cluster of 2 separate species, C3H9OS in total in a non-equilibrium geometry.

The max |F| comes out at 0.0382 Eh/bohr. The HOMO-LUMO gap comes out at 6.83 eV. For the highest occupied orbital energy, the calculation gives -2.7 eV. Its total charge is -1.

XYZ file:
```
14
C3H9OS | the Open Molecules 2025 dataset | ωB97M-V with the def2-TZVPD basis set
C -0.554 2.337 -1.666
O -1.184 1.278 -0.990
H -1.277 3.109 -1.907
H 0.290 2.679 -1.049
H -0.038 2.011 -2.584
C -0.397 -2.371 0.801
C -0.125 -0.977 1.360
S 1.258 -0.172 0.352
H 0.552 -2.897 0.723
H -0.832 -2.262 -0.188
H -1.029 -2.944 1.497
H -0.966 -0.296 1.286
H 0.285 -1.012 2.365
H -0.427 0.778 -0.565
```

Löwdin atomic charge list, values in e, 2 entries: number 1, C, carries -0.233; number 2, O, carries -0.223